{"formula": "C25H53Br2FIN14O7", "method": "ωB97M-V with the def2-TZVPD basis set", "total_charge": 1, "total_energy_ha": -7822.6055, "fmax_ev_per_a": 6.85, "elements": ["C", "C", "C", "N", "C", "C", "C", "C", "C", "N", "C", "C", "C", "C", "C", "I", "N", "C", "C", "C", "F", "C", "O", "N", "O", "C", "Br", "C", "C", "Br", "H", "H", "H", "H", "H", "H", "H", "H", "H", "H", "H", "H", "H", "H", "H", "H", "H", "H", "H", "H", "H", "H", "H", "H", "H", "H", "H", "H", "H", "H", "H", "H", "H", "C", "O", "N", "N", "H", "H", "H", "H", "C", "O", "N", "N", "H", "H", "H", "H", "C", "O", "N", "N", "H", "H", "H", "H", "C", "O", "N", "N", "H", "H", "H", "H", "C", "O", "N", "N", "H", "H", "H", "H"], "xyz": [[-0.122, 4.103, 3.870], [-0.140, 2.456, 3.833], [0.386, 1.905, 2.391], [-0.492, 2.681, 1.445], [-0.410, 2.287, 0.017], [-1.829, 1.774, -0.672], [-2.932, 3.030, -0.745], [-4.398, 2.273, -1.023], [-4.964, 1.812, 0.445], [-5.068, 0.317, 0.649], [-4.959, -0.166, 2.087], [-5.136, -1.793, 2.217], [-5.338, -2.192, 0.635], [-5.269, -0.838, -0.306], [0.849, 1.279, -0.170], [2.608, 2.561, -0.385], [0.940, 0.084, 0.786], [2.311, -0.499, 0.609], [2.690, -0.978, -0.951], [1.813, -2.266, -1.462], [1.986, -3.501, -0.663], [0.340, 0.242, 2.140], [-1.148, 0.012, 2.093], [-1.489, -1.254, 1.912], [-2.150, -1.463, 0.914], [0.865, -0.419, 3.481], [-0.569, -0.604, 4.965], [1.587, -1.846, 3.635], [0.935, -3.138, 2.869], [3.634, -1.794, 3.566], [0.012, 4.401, 5.017], [0.739, 4.597, 3.249], [-1.196, 4.491, 3.572], [-1.244, 2.104, 3.994], [0.555, 2.102, 4.736], [1.525, 2.169, 2.378], [-1.471, 2.651, 1.816], [-0.132, 3.275, -0.596], [-2.364, 0.938, -0.055], [-1.594, 1.469, -1.778], [-2.967, 3.639, 0.281], [-2.681, 3.766, -1.621], [-4.142, 1.332, -1.682], [-5.135, 2.971, -1.617], [-4.346, 2.290, 1.341], [-6.070, 2.249, 0.531], [-4.812, 0.486, 3.066], [-5.142, -2.500, 3.169], [-5.521, -3.284, 0.236], [-5.352, -0.697, -1.468], [0.673, 0.846, -1.274], [0.339, -0.634, 0.263], [3.187, 0.015, 1.170], [2.250, -1.611, 1.044], [3.826, -1.336, -0.909], [2.618, -0.144, -1.747], [0.658, -2.021, -1.599], [2.199, -2.524, -2.561], [1.629, 0.353, 3.989], [1.501, -2.179, 4.785], [1.600, -4.101, 2.957], [-0.098, -3.397, 3.408], [0.669, -2.962, 1.736], [7.991, -4.295, 2.530], [9.078, -4.700, 2.151], [7.115, -5.071, 3.193], [7.570, -3.034, 2.317], [6.215, -4.756, 3.512], [7.393, -6.027, 3.373], [8.199, -2.416, 1.821], [6.678, -2.682, 2.621], [-0.993, -3.912, -3.945], [-0.574, -2.815, -3.609], [-1.442, -4.169, -5.187], [-1.042, -4.961, -3.104], [-1.791, -5.066, -5.482], [-1.423, -3.407, -5.851], [-0.713, -4.809, -2.160], [-1.383, -5.871, -3.363], [-4.727, 4.390, 4.326], [-4.625, 3.846, 3.238], [-3.848, 4.189, 5.325], [-5.727, 5.238, 4.624], [-3.916, 4.628, 6.228], [-3.080, 3.557, 5.142], [-6.410, 5.417, 3.900], [-5.828, 5.696, 5.514], [0.853, -2.616, -7.861], [0.057, -2.630, -6.935], [0.550, -2.117, -9.073], [2.104, -3.098, -7.752], [1.191, -2.096, -9.847], [-0.382, -1.743, -9.197], [2.373, -3.483, -6.856], [2.773, -3.096, -8.503], [4.333, 3.748, -4.872], [4.671, 4.010, -6.016], [4.487, 4.611, -3.852], [3.776, 2.572, -4.530], [4.215, 4.413, -2.904], [4.903, 5.508, -4.066], [3.642, 1.894, -5.269], [3.492, 2.337, -3.594]], "forces_ev_per_a": [[-0.610, -0.184, 1.136], [0.536, 0.244, 0.573], [-0.656, 0.779, 1.260], [0.555, -1.743, 0.378], [-0.418, 0.604, -1.030], [-0.111, 1.111, 0.397], [-0.196, -0.642, -0.177], [1.307, 0.124, 0.464], [-1.451, 1.044, -0.468], [0.494, -3.603, 2.548], [-0.714, -4.281, -0.951], [-0.098, 4.255, -5.361], [0.499, 3.892, 0.834], [0.162, -1.700, 4.868], [-2.324, 1.422, -2.907], [-0.309, -0.572, 0.355], [-0.368, -1.280, -2.530], [2.311, -4.448, -0.041], [0.483, -0.770, 0.510], [0.024, 0.229, -1.543], [-0.310, 2.814, -1.074], [-2.629, 2.841, 3.265], [2.124, 3.320, -1.642], [-1.487, -4.305, -2.409], [1.658, 1.354, 2.658], [2.702, -0.246, 1.842], [0.802, 0.348, -1.426], [-1.003, -2.286, 1.669], [-0.745, -0.268, -0.097], [-1.225, 0.228, -0.391], [-0.188, -0.555, -2.543], [-1.804, -1.042, 1.101], [2.421, -0.564, 0.268], [2.157, 0.468, -0.178], [-1.685, 0.508, -2.108], [-1.987, -0.313, -0.479], [1.167, -0.042, -0.617], [-0.467, -2.302, 1.085], [1.290, 1.295, -1.251], [-0.516, 0.300, 2.117], [0.040, -1.321, -2.280], [-0.325, -1.429, 1.730], [-0.708, 1.835, 1.242], [1.442, -1.451, 1.418], [-1.309, -1.207, -2.009], [2.379, -0.899, -0.044], [-0.384, -0.938, -2.847], [0.034, 1.927, -2.400], [0.452, 2.636, 0.748], [0.150, -0.284, 2.811], [0.687, 0.636, 2.692], [0.617, 0.902, 0.896], [-2.005, -0.415, -1.087], [0.090, 2.608, -0.374], [-2.468, 0.917, 0.092], [0.066, -1.442, 1.333], [2.267, -0.802, 0.507], [-0.910, 0.503, 2.533], [-1.784, -1.669, -1.311], [0.166, 1.218, -2.769], [-1.100, 2.157, -0.149], [2.266, 0.775, -1.147], [0.719, -0.313, 2.192], [1.017, -0.548, -0.286], [-0.178, 0.106, 0.031], [-0.718, -1.169, 0.691], [-0.163, 1.644, -0.509], [0.184, -0.061, -0.053], [-0.118, 0.371, -0.054], [-0.239, -0.239, 0.220], [0.192, -0.104, -0.042], [-0.237, 0.021, -0.726], [0.322, 0.612, 0.536], [-0.532, 0.214, -0.652], [0.232, -0.829, 1.416], [0.081, 0.158, 0.141], [0.274, -0.272, 0.038], [-0.147, -0.158, -0.371], [0.061, 0.193, 0.035], [-0.195, 0.016, -0.251], [0.220, -0.281, -0.423], [1.194, -0.521, 0.702], [-1.014, 0.648, -0.224], [0.007, -0.083, -0.158], [-0.314, 0.262, 0.157], [0.227, -0.040, 0.307], [0.015, -0.091, -0.166], [-0.309, 0.051, 0.149], [-0.058, 0.126, 0.046], [-0.736, 0.569, -0.966], [1.141, -0.569, 0.640], [-0.122, -0.006, 0.143], [0.380, -0.128, -0.002], [-0.086, 0.125, -0.382], [-0.139, 0.002, 0.134], [0.379, 0.352, -1.147], [-0.086, -0.081, 0.244], [0.339, 1.253, 0.905], [-0.656, -1.589, 0.004], [0.056, 0.051, -0.230], [-0.156, -0.330, 0.106], [0.044, 0.262, 0.283], [0.063, 0.083, -0.173]]}